Density functional theory data (ωB97M-V/def2-TZVPD) for C27H28GaN6O5 as an isolated structure.

XYZ file:
```
67
Properties=species:S:1:pos:R:3
Ga 0.6272 -0.0629 -0.7336
C -0.0698 3.1303 2.7078
C -1.1330 2.2929 1.9882
C -1.2605 0.9141 2.5775
C -2.2918 0.6579 3.4680
C -2.3636 -0.5514 4.1388
C -1.3590 -1.4809 3.9605
C -0.2970 -1.2609 3.0861
C 0.8034 -2.2978 3.0752
C 1.6716 -2.1646 4.3361
C -0.2863 -0.0690 2.3420
N 0.7101 0.1290 1.3290
C 1.9664 0.1406 1.6744
C 2.9764 0.1252 0.6929
C 4.3718 0.1270 0.7413
C 4.8079 0.0428 -0.5810
C 3.6676 -0.0137 -1.3821
N 2.5639 0.0433 -0.6181
H -0.0033 4.1261 2.2652
H 0.9099 2.6551 2.6440
H -0.3258 3.2439 3.7610
H -0.8642 2.2171 0.9440
H -2.0952 2.8040 2.0580
H -3.0344 1.4253 3.6500
H -3.1796 -0.7530 4.8197
H -1.3917 -2.4124 4.5134
H 1.4185 -2.2334 2.1781
H 0.3501 -3.2900 3.0834
H 2.1448 -1.1838 4.4028
H 2.4558 -2.9216 4.3547
H 1.0570 -2.2847 5.2274
H 2.2401 0.1913 2.7235
H 4.9882 0.1727 1.6252
H 5.8276 0.0074 -0.9267
H 3.5999 -0.0838 -2.4569
O 0.8357 -0.1676 -2.8083
C 0.3618 -1.0622 -3.5272
C -0.3646 -2.2066 -3.0986
C -0.9432 -3.0274 -4.0809
C -1.7256 -4.0855 -3.7177
C -1.9576 -4.3675 -2.3612
C -1.3661 -3.6108 -1.3883
C -0.5465 -2.5065 -1.7150
O 0.0120 -1.8367 -0.7569
N -2.3262 -4.9275 -4.7511
O -2.1360 -4.6133 -5.9108
O -2.9767 -5.8838 -4.3804
H 0.4980 -0.9554 -4.6123
H -0.7827 -2.8081 -5.1287
H -2.6165 -5.1866 -2.1092
H -1.5260 -3.8308 -0.3418
C -3.1912 2.5196 -1.9194
N -1.7764 2.8462 -1.7546
C -1.2841 4.1014 -1.9292
C 0.0356 4.3749 -1.8098
C 0.9138 3.2976 -1.4883
N 0.3972 2.0929 -1.2607
C -0.9094 1.8453 -1.4097
O -1.2995 0.6742 -1.2033
N 2.2296 3.4411 -1.4023
H -3.7714 3.4355 -1.9806
H -3.5278 1.9201 -1.0772
H -3.3377 1.9394 -2.8297
H -2.0055 4.8665 -2.1787
H 0.4111 5.3748 -1.9633
H 2.6672 4.3271 -1.5814
H 2.8057 2.6373 -1.1929
```

Charge: +1
HOMO energy: -10.934 eV
E_LUMO: -3.114 eV
Orbital gap: 0.28739 hartree

natural (NBO) atomic charge list, values in e, 6 entries: atom 1 (Ga): 1.895, atom 2 (C): -0.597, atom 3 (C): -0.400, atom 4 (C): -0.044, atom 5 (C): -0.203, atom 6 (C): -0.188

***

Density functional theory data (ωB97M-V/def2-TZVPD) for C27H41N3O10P2Ru as an isolated structure.

XYZ file:
```
84
Properties=species:S:1:pos:R:3
Ru -0.1791 1.1622 -1.3538
O 1.2488 4.3805 -3.8748
C 1.0549 3.4790 -3.0889
N -0.1408 3.0086 -2.6396
C -1.2610 3.6749 -3.1278
O -1.2387 4.4675 -4.0472
C -2.4796 3.4679 -2.3286
C -3.4021 4.4963 -2.2109
C -4.3150 4.5145 -1.1725
C -4.2072 3.5248 -0.1670
C -3.3740 2.4730 -0.3348
N -2.6285 2.3443 -1.5031
C 2.2271 2.7859 -2.4378
C 3.4795 3.3916 -2.4553
C 4.5453 2.7360 -1.8633
C 4.3181 1.4985 -1.2682
C 3.0445 0.9598 -1.3139
N 2.0235 1.5889 -1.8870
H -3.3252 5.3123 -2.9134
H -5.0406 5.3056 -1.0842
H -4.7849 3.6108 0.7400
H -3.2494 1.6651 0.3706
H 3.5807 4.3477 -2.9442
H 5.5386 3.1630 -1.8676
H 5.1188 0.9533 -0.7934
H 2.8224 -0.0228 -0.9122
C 2.2840 1.7625 4.5956
C 1.9658 1.3821 3.1541
C 1.8640 2.5955 2.2379
O 0.7176 0.6664 3.2092
P -0.0288 -0.0067 1.9789
O -0.4209 0.9528 0.9208
C 1.1066 -1.3343 1.3968
P 0.4959 -2.0535 -0.1668
O 0.4415 -1.1469 -1.3442
O -0.8764 -2.6314 0.3208
C -1.7056 -3.3564 -0.6294
C -1.4654 -4.8492 -0.4664
C -3.1481 -2.9651 -0.3641
O 1.3468 -3.3650 -0.4252
C 2.5653 -3.6001 -1.1494
C 2.5701 -2.9484 -2.5220
C 3.7684 -3.1886 -0.3112
O -1.3084 -0.6081 2.6135
C -1.3967 -1.3778 3.8351
C -1.9924 -0.4927 4.9174
C -2.2676 -2.5862 3.5317
H 3.2583 2.2384 4.6590
H 2.2859 0.8744 5.2232
H 1.5290 2.4502 4.9666
H 2.7405 0.6996 2.7745
H 1.1114 3.2837 2.6159
H 1.5718 2.2946 1.2280
H 2.8215 3.1094 2.1947
H 1.1549 -2.1423 2.1229
H 2.1052 -0.9172 1.2699
H -1.4111 -3.0409 -1.6397
H -1.7797 -5.1783 0.5209
H -0.4119 -5.0808 -0.5939
H -2.0361 -5.3885 -1.2168
H -3.4473 -3.2825 0.6311
H -3.7986 -3.4376 -1.0945
H -3.2433 -1.8865 -0.4364
H 2.5600 -4.6921 -1.2632
H 2.4846 -1.8666 -2.4498
H 1.7400 -3.3170 -3.1143
H 3.4994 -3.1968 -3.0243
H 3.7986 -2.1062 -0.1973
H 4.6875 -3.5036 -0.7987
H 3.7222 -3.6603 0.6683
H -0.3896 -1.6932 4.1275
H -2.9521 -0.1043 4.5890
H -1.3301 0.3418 5.1268
H -2.1380 -1.0673 5.8273
H -3.2479 -2.2534 3.2009
H -2.3860 -3.1988 4.4209
H -1.8163 -3.1815 2.7425
C -1.9547 -0.3440 -3.7768
O -2.1250 0.9866 -3.2715
C -2.3207 1.0535 -1.9397
O -2.4412 0.0648 -1.2249
H -1.8252 -0.2379 -4.8509
H -2.8415 -0.9415 -3.5434
H -1.0655 -0.8120 -3.3259
```

Multiplicity: 6
Charge: +1
HOMO energy (alpha / beta): -8.879 / -10.847 eV
E_LUMO (alpha / beta): -2.400 / -3.862 eV
Orbital gap (alpha / beta): 0.23811 / 0.25668 hartree

Mulliken atomic charge list, values in e, 6 entries: atom 1 (Ru): 1.419, atom 2 (O): -0.596, atom 3 (C): -0.090, atom 4 (N): 0.125, atom 5 (C): 0.159, atom 6 (O): -0.601

***

What did we get for largest force on an atom? Answer: 0.56, 2.29 eV/Å, in the order shown.